[1]
C31H25AsCoN3O2 as an isolated structure, computed with ωB97M-V/def2-TZVPD.

Results
Spin multiplicity: 1
HOMO-LUMO gap (alpha / beta) (Eh): 0.193 / 0.197
LUMO (alpha / beta) (eV): -8.294 / -8.186
DFT total energy (Eh): -5129.0268
Net charge: +2

```
63
C31H25AsCoN3O2 | the Open Molecules 2025 dataset | ωB97M-V/def2-TZVPD
Co 1.30 1.09 -1.02
O 1.45 -2.95 -2.73
C 0.24 -2.83 -3.30
C -0.28 -3.97 -3.90
C -1.52 -3.93 -4.50
C -2.28 -2.75 -4.52
C -1.79 -1.63 -3.92
C -0.52 -1.64 -3.29
C -0.08 -0.45 -2.63
O 1.12 -0.41 -2.04
N -0.86 0.62 -2.55
N -0.25 1.54 -1.80
C -0.67 2.74 -1.60
C 0.20 3.57 -0.76
C -0.08 4.86 -0.37
C 0.87 5.54 0.40
C 2.05 4.91 0.73
C 2.26 3.60 0.31
N 1.35 2.94 -0.41
H 1.72 -2.10 -2.37
H 0.32 -4.87 -3.89
H -1.90 -4.82 -4.97
H -3.25 -2.73 -5.00
H -2.36 -0.71 -3.92
H -1.57 3.10 -2.09
H -1.00 5.33 -0.67
H 0.68 6.55 0.72
H 2.82 5.41 1.31
H 3.18 3.08 0.53
C -0.28 2.83 4.51
C -1.39 2.22 3.95
C -1.26 1.42 2.82
C 0.01 1.24 2.26
C 1.13 1.83 2.84
C 0.99 2.63 3.96
As 0.29 0.07 0.78
C 1.58 -1.22 1.33
C 2.72 -1.47 0.58
C 3.65 -2.40 1.03
C 3.42 -3.08 2.21
C 2.28 -2.83 2.96
C 1.35 -1.89 2.53
C -1.31 -0.81 0.27
C -1.25 -2.19 0.06
C -2.40 -2.86 -0.34
C -3.58 -2.15 -0.53
C -3.63 -0.78 -0.33
C -2.49 -0.10 0.06
H -0.39 3.44 5.39
H -2.37 2.36 4.39
H -2.12 0.92 2.41
H 2.12 1.63 2.45
H 1.86 3.07 4.43
H 2.90 -0.96 -0.36
H 4.54 -2.59 0.45
H 4.14 -3.81 2.56
H 2.11 -3.36 3.89
H 0.46 -1.69 3.13
H -0.33 -2.73 0.20
H -2.37 -3.92 -0.51
H -4.48 -2.68 -0.83
H -4.55 -0.24 -0.49
H -2.53 0.98 0.20
```



[2]
C31H25Br2InN12O7S as an isolated structure in a non-equilibrium geometry, computed with ωB97M-V/def2-TZVPD.

Results
Spin multiplicity: 1
HOMO-LUMO gap (Eh): 0.284
LUMO (eV): -0.265
DFT total energy (Eh): -8116.5319

```
79
C31H25Br2InN12O7S | the Open Molecules 2025 dataset | ωB97M-V/def2-TZVPD
In 2.46 -1.42 -0.35
C -1.01 4.68 -3.42
N -0.04 3.88 -2.70
C 0.29 2.59 -2.81
N 1.18 2.28 -1.89
C 1.37 3.45 -1.23
N 0.66 4.44 -1.69
C -1.90 5.41 -2.43
C -2.06 6.78 -2.50
C -2.83 7.44 -1.55
C -3.43 6.74 -0.52
C -3.26 5.36 -0.45
C -2.51 4.70 -1.41
C -3.87 4.62 0.65
N -4.72 5.05 1.52
N -5.03 3.99 2.33
C -4.33 2.98 1.92
O -3.56 3.32 0.86
C -4.36 1.62 2.44
C -5.28 1.29 3.42
C -5.37 -0.02 3.86
C -4.54 -0.99 3.33
C -3.58 -0.66 2.38
C -2.72 -1.78 1.83
N -1.68 -1.38 0.91
C -0.36 -1.31 1.14
N 0.24 -0.87 0.05
C -0.78 -0.65 -0.83
N -1.96 -0.97 -0.34
C -3.48 0.65 1.94
H -1.58 4.02 -4.06
H -0.49 5.41 -4.04
H -0.11 1.91 -3.54
H 2.04 3.57 -0.39
H -1.58 7.34 -3.29
H -2.95 8.52 -1.61
H -4.01 7.24 0.24
H -2.39 3.62 -1.34
H -5.94 2.06 3.80
H -6.10 -0.29 4.61
H -4.62 -2.01 3.67
H -3.37 -2.49 1.31
H -2.22 -2.31 2.64
H 0.14 -1.57 2.05
H -0.62 -0.29 -1.83
H -2.77 0.94 1.18
Br 5.81 -6.92 2.85
C 4.99 -5.40 2.07
C 5.48 -4.14 2.32
C 4.84 -3.08 1.70
N 3.82 -3.22 0.87
C 3.33 -4.44 0.64
C 3.89 -5.57 1.25
C 2.18 -4.55 -0.28
C 1.73 -5.77 -0.70
C 0.53 -5.81 -1.46
Br -0.32 -7.49 -1.67
C -0.03 -4.70 -1.94
C 0.77 -3.45 -1.81
N 1.54 -3.40 -0.61
H 6.32 -3.98 2.98
H 5.17 -2.07 1.92
H 3.48 -6.55 1.10
H 2.22 -6.69 -0.44
H -0.96 -4.69 -2.49
H 0.12 -2.58 -1.87
N 4.59 -0.51 -0.34
N 4.71 0.08 0.91
C 3.75 -0.09 1.93
O 4.04 0.36 3.03
O 2.65 -0.68 1.60
H 5.22 -1.29 -0.52
H 4.64 0.16 -1.10
H 5.61 0.41 1.23
O 3.75 -2.44 -2.14
S 2.64 -2.14 -3.05
O 1.64 -3.36 -3.02
O 1.87 -1.00 -2.45
O 3.01 -1.94 -4.41
```



[3]
C31H25ClN4O5PRuS as an isolated structure, computed with ωB97M-V/def2-TZVPD.

Results
Spin multiplicity: 6
HOMO-LUMO gap (alpha / beta) (Eh): 0.229 / 0.251
LUMO (alpha / beta) (eV): 0.054 / -1.433
DFT total energy (Eh): -3086.1147
Relative energy (zero: lowest compared OMol25 entry of this formula, charge and spin) (eV): 0.282

```
69
C31H25ClN4O5PRuS | the Open Molecules 2025 dataset | ωB97M-V/def2-TZVPD
Ru -0.30 -1.04 1.74
O -2.12 -1.31 3.31
C -1.92 -0.17 2.94
C -2.34 1.14 2.97
C -3.34 1.64 3.86
C -3.59 2.99 3.90
C -2.89 3.90 3.09
C -1.94 3.43 2.19
C -1.68 2.08 2.11
P -0.62 1.22 0.96
C -1.54 1.00 -0.59
C -0.87 0.49 -1.70
C -1.59 0.18 -2.85
C -2.96 0.38 -2.89
C -3.62 0.90 -1.78
C -2.91 1.20 -0.63
C 0.90 2.12 0.60
C 1.99 1.88 1.43
C 3.19 2.53 1.19
C 3.30 3.41 0.12
C 2.21 3.65 -0.70
C 1.01 3.01 -0.46
H -3.88 0.96 4.50
H -4.33 3.36 4.59
H -3.09 4.96 3.16
H -1.41 4.12 1.55
H 0.20 0.31 -1.68
H -1.06 -0.21 -3.71
H -3.52 0.14 -3.78
H -4.69 1.06 -1.81
H -3.43 1.60 0.24
H 1.92 1.16 2.24
H 4.04 2.34 1.83
H 4.24 3.92 -0.07
H 2.30 4.34 -1.54
H 0.16 3.18 -1.12
N 2.76 0.42 -5.57
C 2.65 -0.18 -4.32
C 2.26 -1.52 -4.21
C 2.10 -2.10 -2.97
C 2.32 -1.35 -1.82
C 2.71 -0.02 -1.91
C 2.87 0.56 -3.16
S 2.01 -2.08 -0.25
O 2.49 -1.17 0.77
O 2.46 -3.44 -0.29
N 0.41 -1.96 -0.05
C -0.57 -2.84 -0.39
N -1.63 -2.66 0.43
C -2.70 -3.41 0.24
C -2.72 -4.36 -0.77
C -1.59 -4.47 -1.55
N -0.51 -3.71 -1.39
H 2.94 -0.21 -6.33
H 3.36 1.23 -5.60
H 2.09 -2.10 -5.11
H 1.79 -3.13 -2.88
H 2.88 0.55 -1.01
H 3.18 1.60 -3.23
H -3.53 -3.25 0.92
H -3.58 -5.00 -0.93
H -1.54 -5.19 -2.36
Cl 3.56 -2.69 4.38
C 1.86 -2.54 4.90
C 1.05 -1.99 3.75
O 0.52 -2.78 2.94
O 0.92 -0.74 3.63
H 1.83 -1.86 5.75
H 1.51 -3.53 5.17
```



[4]
C31H25FeN6O3S6Si as an isolated structure in a non-equilibrium geometry, computed with ωB97M-V/def2-TZVPD.

Results
Spin multiplicity: 6
HOMO-LUMO gap (alpha / beta) (Eh): 0.154 / 0.200
LUMO (alpha / beta) (eV): 4.220 / 2.957
DFT total energy (Eh): -5693.0844
Net charge: -2
Relative energy (zero: lowest compared OMol25 entry of this formula, charge and spin) (eV): 2.020

```
73
C31H25FeN6O3S6Si | the Open Molecules 2025 dataset | ωB97M-V/def2-TZVPD
Fe -0.19 -0.63 0.86
C -3.05 -3.77 0.15
C -2.85 -4.13 -1.19
C -1.72 -3.71 -1.83
C -0.75 -2.91 -1.16
N -0.98 -2.54 0.13
C -2.10 -2.98 0.74
N 0.35 -2.59 -1.88
C 1.37 -1.92 -1.37
N 1.45 -1.26 -0.17
C 2.74 -0.90 0.08
N 3.25 -0.39 1.21
C 2.58 -0.37 2.36
C 3.34 0.02 3.52
C 2.80 -0.03 4.76
C 1.47 -0.47 4.92
C 0.77 -0.77 3.78
N 1.26 -0.71 2.53
C 3.54 -1.23 -1.07
C 4.90 -1.08 -1.36
C 5.37 -1.55 -2.57
C 4.51 -2.19 -3.48
C 3.17 -2.36 -3.20
C 2.68 -1.87 -1.99
H -3.94 -4.06 0.70
H -3.58 -4.73 -1.72
H -1.52 -3.95 -2.86
H -2.23 -2.63 1.76
H 4.36 0.33 3.34
H 3.39 0.26 5.62
H 0.99 -0.54 5.89
H -0.26 -1.09 3.85
H 5.55 -0.59 -0.64
H 6.42 -1.43 -2.82
H 4.91 -2.55 -4.42
H 2.50 -2.86 -3.89
S -7.25 1.48 0.39
C -5.63 1.04 0.47
S -4.80 0.73 1.94
C -3.22 0.40 1.28
C -3.12 0.45 -0.08
S -1.70 0.26 -1.03
S -4.61 0.85 -0.90
S -1.91 0.12 2.39
O -1.07 3.49 -3.95
S -0.68 4.17 -2.75
O -0.11 5.49 -2.87
N 0.36 3.24 -1.85
C -0.18 2.95 -0.72
O 0.49 2.34 0.25
C -1.54 3.49 -0.46
C -2.32 3.40 0.68
C -3.57 4.00 0.66
C -4.02 4.67 -0.47
C -3.22 4.79 -1.61
C -1.98 4.20 -1.56
H -1.97 2.84 1.54
H -4.22 3.91 1.52
H -5.02 5.10 -0.47
H -3.57 5.32 -2.49
C 1.30 5.05 0.84
Si 1.66 3.24 1.12
C 1.38 2.82 2.91
C 3.34 2.82 0.47
H 2.06 5.62 1.38
H 0.32 5.34 1.23
H 1.34 5.35 -0.21
H 2.31 2.69 3.45
H 0.81 1.89 3.01
H 0.80 3.62 3.39
H 4.07 3.55 0.86
H 3.33 2.89 -0.62
H 3.65 1.82 0.76
```